No. 1
Formula: C17H19N3O2
Source: the OMol25 dataset
Level of theory: ωB97M-V/def2-TZVPD

Calculated values
E = -26501.849 eV
Net charge = 0
SMILES = Cc1cccc(C)c1OC[C@H](O)Cn1nnc2ccccc21
Frontier orbital gap = 9.4220 eV
ΔE to the lowest compared entry with this formula, charge and spin = 65.4 kcal per mole

Each line ends with the Löwdin charge.
CARTESIAN COORDINATES (ANGSTROEM)
C  -1.426  -0.543  2.482  -0.021
C  -2.277  -0.523  1.248  -0.196
C  -3.541  -1.093  1.227  -0.050
C  -4.303  -1.071  0.072  -0.084
C  -3.798  -0.498  -1.079  -0.049
C  -2.534  0.079  -1.097  -0.192
C  -1.792  0.075  0.083  -0.187
O  -0.510  0.615  0.123  -0.086
C  -0.441  2.021  0.215  -0.126
C  0.912  2.394  0.843  -0.344
O  0.937  3.731  1.268  -0.007
H  0.781  4.307  0.510  0.102
C  2.078  2.113  -0.133  -0.069
N  2.024  0.787  -0.662  -0.084
C  2.171  -0.403  -0.018  -0.174
C  2.546  -0.774  1.267  -0.019
C  2.564  -2.124  1.536  -0.087
C  2.226  -3.080  0.566  -0.090
C  1.864  -2.724  -0.711  -0.010
C  1.836  -1.361  -1.006  -0.225
N  1.515  -0.681  -2.142  0.076
N  1.620  0.562  -1.917  0.055
H  1.606  -3.453  -1.460  0.112
H  2.256  -4.124  0.840  0.100
H  2.843  -2.462  2.523  0.103
H  2.809  -0.043  2.016  0.110
H  2.015  2.796  -0.985  0.136
H  3.028  2.275  0.388  0.138
H  1.044  1.794  1.749  0.148
H  -0.532  2.485  -0.779  0.130
H  -1.243  2.409  0.857  0.146
C  -1.984  0.672  -2.359  -0.030
H  -2.430  0.190  -3.226  0.081
H  -0.905  0.544  -2.405  0.054
H  -2.212  1.738  -2.414  0.085
H  -4.385  -0.501  -1.986  0.110
H  -5.288  -1.515  0.068  0.100
H  -3.928  -1.557  2.122  0.108
H  -0.425  -0.894  2.236  0.074
H  -1.335  0.460  2.900  0.085
H  -1.859  -1.195  3.236  0.078

Atomic forces in eV per Å
0.031 0.014 -0.104
0.173 0.099 -0.046
0.021 0.039 -0.045
-0.095 -0.044 -0.020
0.005 0.002 0.083
0.193 0.043 0.063
-0.193 -0.050 0.016
-0.441 -0.319 -0.016
0.105 0.349 0.280
-0.103 -0.556 -0.382
0.014 0.359 -0.046
0.015 0.001 0.039
-0.181 0.505 0.456
0.376 -0.771 0.189
-0.119 -0.585 -0.708
0.045 0.081 0.174
0.037 0.146 0.118
-0.042 -0.229 -0.084
-0.006 0.102 -0.040
0.350 0.600 1.101
-0.240 -0.486 -0.583
-0.084 0.918 -0.472
-0.030 -0.111 -0.078
-0.002 -0.079 0.000
0.029 -0.006 0.072
0.027 0.037 0.115
0.039 -0.072 0.091
-0.077 0.004 -0.121
-0.058 0.001 -0.112
-0.014 -0.028 0.044
0.104 -0.039 -0.065
0.080 0.030 0.057
-0.019 0.003 -0.074
0.026 0.050 -0.074
0.032 0.069 -0.066
-0.042 -0.002 -0.107
-0.081 -0.045 -0.006
-0.015 -0.048 0.099
0.088 -0.011 0.087
0.069 0.048 0.093
-0.017 -0.020 0.073

No. 2
Formula: C17H19N3O3
Source: the OMol25 dataset
Level of theory: ωB97M-V/def2-TZVPD

Calculated values
E = -28544.959 eV
Net charge = 0
SMILES = CON(C)C(=O)N1CC[C@@H]2C(C#Cc3cccc(C)c3)=NO[C@@H]21
Frontier orbital gap = 9.1379 eV
ΔE to the lowest compared entry with this formula, charge and spin = 150.7 kcal per mole

Each line ends with the Löwdin charge.
CARTESIAN COORDINATES (ANGSTROEM)
O  -3.092  1.618  4.408  0.078
C  1.619  0.171  -0.487  0.075
C  2.639  0.262  -1.127  0.057
N  -0.619  -0.599  -0.143  0.176
O  -3.352  -1.610  2.988  -0.137
O  -1.666  -0.534  0.846  -0.062
C  -2.733  0.701  3.699  -0.460
C  0.451  0.027  0.305  -0.271
C  5.552  -0.640  -3.134  -0.078
C  4.484  -0.713  -2.298  -0.065
C  5.989  0.579  -3.661  -0.045
C  4.249  1.685  -2.403  0.026
C  3.810  0.424  -1.944  -0.236
C  5.317  1.730  -3.311  -0.281
N  -3.287  -0.551  3.940  -0.097
N  -1.901  1.001  2.636  0.035
C  -4.488  -1.523  2.128  -0.066
C  5.770  3.042  -3.897  -0.056
C  -3.690  -0.910  5.253  -0.034
C  -1.372  2.331  2.407  -0.128
C  -1.080  -0.034  2.051  -0.254
C  -0.236  2.108  1.451  -0.118
C  0.192  0.673  1.599  -0.195
H  6.080  -1.520  -3.487  0.107
H  4.117  -1.700  -1.977  0.132
H  6.843  0.545  -4.339  0.116
H  3.804  2.647  -2.105  0.131
H  -5.397  -1.468  2.704  0.079
H  -4.605  -2.405  1.471  0.102
H  -4.392  -0.663  1.485  0.077
H  6.417  3.599  -3.220  0.081
H  6.346  2.896  -4.802  0.069
H  4.870  3.643  -4.156  0.090
H  -4.069  -1.907  5.261  0.088
H  -4.512  -0.312  5.621  0.087
H  -2.841  -0.832  5.922  0.095
H  -0.984  2.704  3.350  0.124
H  -2.115  3.048  1.993  0.143
H  -0.916  -0.884  2.723  0.169
H  -0.595  2.332  0.444  0.131
H  0.622  2.791  1.688  0.139
H  0.997  0.475  2.344  0.174

Atomic forces in eV per Å
0.085 0.334 1.022
0.461 -0.219 -0.300
-0.453 0.580 0.301
0.781 0.627 0.875
0.961 0.142 0.301
1.570 -0.081 -1.262
-0.852 1.008 -0.641
-2.377 -1.313 -1.088
1.429 0.201 -1.266
-0.323 -1.801 0.014
-0.241 -1.182 0.323
0.209 -0.294 -0.285
-0.676 1.492 0.571
0.238 0.782 0.199
0.198 -0.483 -2.152
-0.224 -2.631 -0.119
-0.292 0.144 -0.183
-0.848 0.380 -0.090
-0.267 0.327 0.745
-0.444 0.560 0.699
-0.264 0.317 0.070
1.295 1.723 -0.260
0.507 -0.867 1.431
-0.177 -0.141 0.320
0.174 0.638 -0.024
-0.306 0.389 0.116
-0.088 -0.796 -0.085
-0.399 0.208 0.370
0.784 0.157 0.599
-0.048 0.425 -0.231
-0.165 0.115 0.181
0.020 -0.133 -0.224
0.738 -0.125 0.215
0.087 -0.832 -0.261
-0.070 0.513 0.118
0.012 -0.021 0.401
-0.234 0.337 0.210
0.328 -0.578 0.458
-0.176 0.229 -0.021
0.317 -0.240 -0.109
-0.841 -0.422 -0.403
-0.431 0.531 -0.536

No. 3
Formula: C17H19N3O4S3
Source: the OMol25 dataset
Level of theory: ωB97M-V/def2-TZVPD

Calculated values
E = -63103.262 eV
Net charge = 0
SMILES = COc1ccc2nc(NC(=O)[C@H](NS(=O)(=O)c3cccs3)C(C)C)sc2c1
Frontier orbital gap = 8.6521 eV

Each line ends with the Löwdin charge.
CARTESIAN COORDINATES (ANGSTROEM)
C  -6.282  -0.561  -1.004  -0.087
H  -7.285  -0.740  -0.620  0.094
O  -5.411  -1.161  -0.076  -0.083
C  -4.071  -1.104  -0.299  -0.274
C  -3.280  -1.728  0.665  -0.005
C  -1.911  -1.707  0.511  -0.456
C  -1.305  -1.080  -0.598  -0.337
C  -2.103  -0.463  -1.549  -0.028
C  -3.475  -0.475  -1.396  -0.024
H  -4.082  0.011  -2.142  0.103
H  -1.647  0.025  -2.396  0.121
N  0.062  -1.138  -0.611  0.075
C  0.531  -1.726  0.430  -0.606
N  1.839  -1.953  0.736  0.127
C  3.044  -1.336  0.442  -0.408
O  4.035  -1.809  0.952  0.105
C  3.149  -0.135  -0.485  -0.265
N  1.982  0.712  -0.584  -0.086
S  1.543  1.439  0.851  0.608
O  0.937  0.509  1.768  -0.317
O  2.657  2.205  1.310  -0.264
C  0.256  2.497  0.265  -0.599
C  0.351  3.601  -0.525  -0.137
C  -0.915  4.147  -0.828  -0.172
C  -1.930  3.439  -0.263  -0.378
S  -1.367  2.097  0.653  1.073
H  -2.982  3.633  -0.326  0.066
H  -1.058  5.023  -1.434  0.104
H  1.292  3.996  -0.859  0.120
H  1.183  0.196  -0.963  0.065
H  3.927  0.497  -0.041  0.153
C  3.619  -0.577  -1.893  -0.356
C  5.111  -0.894  -1.877  -0.061
H  5.690  -0.008  -1.629  0.083
H  5.326  -1.661  -1.137  0.076
H  5.428  -1.254  -2.853  0.080
C  2.820  -1.772  -2.408  -0.058
H  3.064  -2.666  -1.838  0.088
H  1.751  -1.592  -2.334  0.060
H  3.067  -1.959  -3.451  0.082
H  3.439  0.280  -2.550  0.141
H  1.970  -2.629  1.484  0.149
S  -0.681  -2.367  1.548  1.119
H  -3.751  -2.205  1.508  0.124
H  -6.111  0.518  -1.077  0.094
H  -6.189  -1.014  -1.995  0.096

Atomic forces in eV per Å
-0.128 0.070 -0.129
0.052 0.045 -0.074
0.116 -0.122 0.194
0.261 -0.053 0.104
-0.207 0.051 -0.059
0.161 0.158 -0.355
-0.825 -0.223 0.362
0.192 -0.216 0.178
-0.326 0.026 -0.016
-0.100 0.033 -0.057
0.053 0.074 -0.107
0.654 -0.198 -0.170
-0.922 -0.286 -0.157
0.014 -0.689 0.526
0.337 -0.051 0.023
0.090 0.087 -0.028
0.604 0.305 0.002
-0.187 0.659 0.465
-0.309 0.381 -0.657
-0.122 0.253 0.078
0.257 0.134 -0.077
0.018 -0.588 0.333
0.194 -0.088 0.075
0.022 -0.017 0.005
0.140 -0.487 0.344
-0.077 0.511 -0.237
-0.239 0.052 -0.009
-0.053 0.151 -0.091
0.208 0.088 -0.104
-0.143 0.092 0.028
0.023 -0.312 -0.056
0.068 -0.149 0.104
-0.184 0.076 -0.031
0.120 0.079 0.039
0.074 -0.080 0.038
0.052 -0.031 -0.102
0.034 0.285 -0.074
0.004 -0.155 0.047
-0.111 -0.087 -0.060
0.022 -0.066 -0.077
-0.010 -0.004 0.119
0.139 0.163 -0.213
0.139 0.191 -0.259
-0.121 -0.060 0.115
0.005 -0.033 -0.012
0.010 0.031 0.031